No. 1
130
Properties=species:S:1:pos:R:3 method="wB97M-V/def2-TZVPD" homo_lumo_gap_ev=5.4 e_homo_ev=-3.8 multiplicity=1 charge=-1 e_tot_ev=-912028.0723
C -5.146 -4.308 0.053
C -4.985 -2.812 0.592
C -3.713 -2.071 -0.041
O -2.569 -2.129 0.706
P -1.528 -0.795 1.166
C -0.089 -1.955 0.610
C -0.507 -3.076 -0.457
C 0.866 -3.589 -1.123
N 1.688 -4.169 -0.020
C -1.643 0.082 -0.558
C -0.297 0.565 -1.223
C -0.755 1.224 -2.623
C 0.468 1.962 -3.289
O 1.769 1.410 -2.939
C 2.243 0.751 -4.083
O 3.424 0.850 -4.356
C -0.413 0.594 1.842
C 1.149 0.619 1.755
C 2.052 -0.006 2.886
C 1.592 0.241 4.378
C 2.518 -1.508 2.646
C 4.046 -1.771 3.022
C 4.434 -1.399 4.480
C 5.105 -0.224 4.730
C 5.291 0.259 6.212
C 5.764 0.670 3.638
B -1.513 -1.779 2.894
C -1.939 -3.363 3.005
O -1.231 -1.207 4.151
P -3.344 0.248 1.986
O -4.065 -0.744 2.895
O -4.484 0.916 0.981
O -3.031 1.532 3.073
H -6.121 -4.452 -0.487
H -4.330 -4.627 -0.644
H -5.099 -5.023 0.925
H -4.923 -2.906 1.700
H -5.938 -2.286 0.294
H -4.112 -1.140 -0.522
H -3.526 -2.724 -0.970
H 0.274 -2.568 1.487
H 0.807 -1.504 0.139
H -1.091 -2.658 -1.315
H -0.935 -3.990 0.017
H 0.561 -4.448 -1.791
H 1.382 -2.781 -1.698
H 1.752 -5.185 -0.110
H 2.626 -3.768 0.021
H -2.173 1.060 -0.335
H -2.116 -0.515 -1.373
H 0.395 -0.253 -1.548
H 0.214 1.414 -0.705
H -1.528 1.982 -2.327
H -1.264 0.478 -3.287
H 0.328 1.870 -4.408
H 0.441 3.061 -3.074
H 1.566 0.127 -4.729
H -0.773 1.541 1.314
H -0.581 0.882 2.922
H 1.404 1.730 1.839
H 1.634 0.372 0.770
H 3.033 0.561 2.814
H 0.843 1.059 4.507
H 1.240 -0.747 4.783
H 2.486 0.530 5.000
H 1.883 -2.175 3.283
H 2.455 -1.762 1.552
H 4.173 -2.894 2.932
H 4.727 -1.344 2.241
H 4.244 -2.058 5.363
H 5.120 -0.612 6.895
H 6.326 0.679 6.369
H 4.551 1.076 6.440
H 5.168 0.652 2.689
H 5.829 1.745 3.963
H 6.809 0.343 3.385
H -3.056 -3.457 2.932
H -1.676 -3.782 4.030
H -1.395 -4.001 2.264
H -0.888 -1.846 4.798
H -4.307 0.975 0.033
H -2.578 2.259 2.607
Br 8.376 -0.086 -1.895
C 8.932 0.632 -0.173
C 9.277 -0.470 0.795
Br 7.674 -1.313 1.511
H 8.125 1.273 0.178
H 9.808 1.243 -0.388
H 9.799 -0.067 1.663
H 9.879 -1.259 0.349
Br 9.338 3.875 -1.517
C 10.149 4.101 -3.272
C 10.827 2.833 -3.726
Br 12.533 2.576 -2.819
H 10.826 4.949 -3.203
H 9.324 4.352 -3.938
H 11.074 2.889 -4.786
H 10.232 1.941 -3.541
Br -8.137 -1.562 -1.573
C -9.411 -0.952 -0.231
C -8.814 -0.995 1.150
Br -8.760 -2.816 1.837
H -10.300 -1.572 -0.331
H -9.652 0.073 -0.517
H -9.435 -0.444 1.855
H -7.796 -0.608 1.191
Br -3.222 4.384 -4.854
C -3.225 5.809 -3.525
C -2.255 5.519 -2.409
Br -2.963 4.187 -1.180
H -4.251 5.920 -3.181
H -2.928 6.706 -4.068
H -2.093 6.409 -1.801
H -1.295 5.147 -2.762
Br -0.248 -0.893 -6.051
C 0.584 -0.732 -7.805
C 1.285 -2.006 -8.197
Br 2.981 -2.197 -7.258
H 1.250 0.128 -7.763
H -0.236 -0.518 -8.491
H 1.545 -1.991 -9.256
H 0.702 -2.899 -7.984
Br -9.135 2.405 2.837
C -10.431 3.493 1.876
C -10.986 2.763 0.678
Br -9.710 2.742 -0.794
H -9.931 4.423 1.614
H -11.221 3.699 2.597
H -11.863 3.278 0.288
H -11.243 1.726 0.889

No. 2
44
Properties=species:S:1:pos:R:3 method="wB97M-V/def2-TZVPD" e_above_lowest_kcal_mol=9.2 homo_lumo_gap_ev="8.0 / 4.5" s_squared=6.01 e_homo_ev="-15.1 / -16.3" multiplicity=5 charge=+2 e_tot_ev=-61346.3117
C 0.930 -0.087 -3.429
C 1.123 0.022 -1.943
H 1.908 0.035 -3.910
H 0.235 0.656 -3.793
H 0.476 -1.053 -3.666
O 2.249 0.110 -1.426
Cl -2.270 -0.263 -2.230
Ir -0.454 -0.053 -0.812
P -0.635 2.288 -0.458
C 0.680 3.074 0.528
C -0.546 3.068 -2.088
H -0.224 4.111 -1.981
H -2.076 4.078 0.366
H -1.525 3.023 -2.572
H -3.021 2.720 -0.332
H 1.654 2.666 0.236
H 0.190 2.535 -2.701
C -2.156 2.988 0.289
H 0.664 4.154 0.337
H -2.294 2.562 1.287
H 0.521 2.896 1.600
P -0.321 -2.334 -0.196
C 1.064 -2.813 0.892
C -1.740 -3.154 0.625
H -1.003 -3.261 -2.307
H 0.158 -4.343 -1.450
H 0.738 -2.873 -2.294
C -0.083 -3.301 -1.707
H -2.642 -3.015 0.020
H -1.546 -4.224 0.757
H 1.228 -3.892 0.828
H 0.838 -2.540 1.926
H -1.915 -2.704 1.606
H 1.964 -2.285 0.577
Cl -2.106 -0.085 0.852
C 1.565 -0.012 3.704
C 0.454 0.225 2.689
O 0.932 0.038 1.345
H 2.065 -0.984 3.580
H 1.140 0.019 4.719
H 2.384 0.719 3.666
H -0.393 -0.455 2.848
H 0.017 1.225 2.782
H 1.772 0.522 1.235

No. 3
11
Properties=species:S:1:pos:R:3 method="wB97M-V/def2-TZVPD" e_above_lowest_kcal_mol=61.8 homo_lumo_gap_ev=10.4 e_homo_ev=-10.0 multiplicity=1 charge=0 smiles="NOC(=O)C(N)=O" e_tot_ev=-11259.8870
N 0.946 2.105 0.602
O -0.083 0.876 0.458
C 0.087 0.293 -0.716
O 0.584 0.703 -1.734
C -0.509 -1.276 -0.575
N -0.476 -1.870 0.651
O -0.983 -1.817 -1.553
H 0.974 2.431 -0.376
H 0.338 2.807 1.033
H -0.798 -2.826 0.742
H -0.080 -1.427 1.469

No. 4
15
Properties=species:S:1:pos:R:3 method="wB97M-V/def2-TZVPD" e_above_lowest_kcal_mol=24.3 homo_lumo_gap_ev=10.3 e_homo_ev=-14.5 multiplicity=1 charge=+1 smiles="N[C@H]1NC(=O)NC=[NH+]1" e_tot_ev=-11224.9222
N -0.638 -1.708 1.060
C -0.748 -0.967 -0.069
N -1.054 0.819 0.231
C -0.120 1.766 0.112
O -0.177 2.971 0.122
N 1.214 1.208 -0.269
C 1.303 0.031 -0.805
N 0.398 -0.904 -0.908
H 0.082 -1.399 1.775
H -1.477 -1.622 1.552
H -1.779 -1.082 -0.616
H -1.789 0.985 0.816
H 1.901 1.896 -0.326
H 2.180 -0.140 -1.463
H 0.706 -1.855 -1.213